25
Properties=species:S:1:pos:R:3:forces:R:3 method="wB97M-V/def2-TZVPD" relative_energy_ev=2.489 gap_ev=7.4 homo_energy_ev=-9.80 total_energy_ev=-45408.9404 molar_mass_g_mol=434.4
H -2.225 -10.822 -15.737 0.30 -0.23 -0.09
H -1.458 -10.185 -14.286 0.02 0.08 -0.10
C -2.071 -10.999 -14.672 -0.17 0.11 0.46
F -2.148 -11.628 -20.991 -1.10 -0.47 -0.57
F 2.141 -10.270 -17.385 0.91 0.09 0.76
F -2.291 -15.621 -16.498 -0.13 0.64 0.51
H -1.483 -12.657 -13.323 -0.14 -0.24 -0.34
F -0.685 -10.509 -19.881 0.53 2.02 -0.18
F 0.408 -8.766 -17.593 -0.66 -0.04 0.19
F 2.554 -8.153 -18.063 0.04 0.42 0.37
H -3.053 -10.858 -14.220 0.01 -0.51 0.13
O -1.659 -13.361 -15.244 1.18 -1.99 -4.09
B 1.629 -9.146 -18.138 3.03 2.68 -1.12
Sn 0.244 -11.161 -18.054 1.97 3.71 -2.73
F -0.383 -15.538 -17.404 0.67 0.23 -0.27
B -1.127 -11.797 -20.105 -2.17 -0.35 -4.75
F 1.533 -9.544 -19.486 -0.20 -0.16 0.53
C -1.484 -14.842 -17.199 -0.88 -0.52 -1.13
F -0.157 -12.586 -20.679 0.71 -0.33 0.99
F -2.094 -14.570 -18.365 0.54 -0.31 0.79
H -0.271 -12.022 -14.464 0.22 -0.60 0.00
O -0.351 -12.596 -17.022 -3.89 -9.26 6.51
F -1.617 -12.253 -18.910 -0.92 -0.69 1.05
C -1.100 -13.508 -16.516 -0.02 3.52 3.73
C -1.316 -12.308 -14.342 0.16 2.18 -0.64



12
Properties=species:S:1:pos:R:3:forces:R:3 method="wB97M-V/def2-TZVPD" total_charge=+2 relative_energy_ev=0.000 gap_ev="6.6 / 6.8" s_squared=0.7605 homo_energy_ev="-15.55 / -15.81" total_energy_ev=-8997.8059 molar_mass_g_mol=222.4 spin_multiplicity=2
C -0.539 1.713 0.246 -0.15 0.50 -0.32
Ba 2.323 -5.092 1.278 -0.47 1.31 -0.29
H -0.234 1.674 1.306 -0.28 0.16 -0.30
H 0.277 2.177 -0.328 -0.16 -0.15 0.24
O -1.755 2.398 0.084 0.29 0.16 0.19
H -1.797 -0.052 -0.291 0.25 0.11 -0.11
C 0.956 -1.734 -0.427 2.66 3.58 -1.11
C -0.757 0.290 -0.207 1.28 -0.99 0.30
C 0.203 -0.582 -0.333 -3.07 -0.07 0.60
O 1.310 -2.420 0.558 0.18 -2.72 0.52
H -1.663 3.045 -0.622 -0.11 0.08 0.04
H 1.676 -1.417 -1.264 -0.42 -1.96 0.23



10
Properties=species:S:1:pos:R:3:forces:R:3 method="wB97M-V/def2-TZVPD" smiles="C#CC=C.Br" relative_energy_ev=2.322 gap_ev=9.9 homo_energy_ev=-9.44 total_energy_ev=-74267.6398 molar_mass_g_mol=133.0
C -1.306 2.225 1.514 1.98 -1.36 1.56
H -2.224 2.578 2.116 1.39 -1.20 -1.28
C 0.374 0.006 1.618 -0.17 1.44 -0.58
H -1.487 0.450 2.351 -0.20 -0.57 0.60
H 0.120 -2.526 -2.342 1.57 0.34 -1.59
C -0.726 0.968 1.800 -2.24 1.51 -0.19
C 1.216 -0.861 1.566 1.01 -0.88 0.17
H -0.785 3.062 1.035 -0.09 -0.56 -0.19
Br 1.181 -2.309 -3.425 -1.57 -0.33 1.60
H 2.026 -1.654 1.578 -1.69 1.61 -0.10



12
Properties=species:S:1:pos:R:3:forces:R:3 method="wB97M-V/def2-TZVPD" relative_energy_ev=2.481 gap_ev="7.4 / 8.6" homo_energy_ev="-8.26 / -8.64" total_energy_ev=-147027.4342 molar_mass_g_mol=231.9
H -0.980 -1.013 1.162 0.41 -0.37 -0.22
Br -2.921 -2.413 -0.572 -0.03 0.60 -0.44
C 0.289 -1.792 -0.450 0.44 1.15 -2.03
C 0.042 0.656 0.124 -0.89 -1.16 -3.38
H 0.568 0.768 -0.931 -0.80 -0.10 2.27
F 0.338 -3.074 -0.198 -0.43 -0.78 0.69
C -0.580 -0.820 0.160 -1.65 2.53 0.03
C -2.030 -0.720 -0.713 1.96 -0.61 0.25
H 0.713 0.874 0.922 0.46 0.00 0.54
Br -1.985 0.181 -2.473 -0.08 -0.89 1.15
H 0.627 -1.569 -1.484 -0.03 -0.12 0.78
H -0.822 1.350 0.075 0.64 -0.25 0.35



20
Properties=species:S:1:pos:R:3:forces:R:3 method="wB97M-V/def2-TZVPD" total_charge=-1 gap_ev=3.4 homo_energy_ev=-3.98 total_energy_ev=-112985.2829 molar_mass_g_mol=328.1
C 2.125 0.643 0.589 0.12 0.15 0.07
O 0.561 2.500 -0.771 -0.02 -1.77 3.79
O 0.466 -4.778 -0.799 -0.19 0.26 -0.44
H -2.651 2.016 0.897 1.93 -0.66 -1.34
H 2.983 1.029 1.323 -2.09 -0.68 -1.66
H -2.257 2.171 -0.969 0.98 -1.05 2.18
C 1.851 1.860 -0.472 6.70 1.73 -3.47
C -1.854 1.768 0.074 0.15 1.57 -0.99
H 1.188 0.284 1.193 1.84 0.79 -1.25
O 0.363 -2.373 -0.769 0.23 1.61 -0.79
C -0.361 2.457 0.383 0.39 2.06 5.18
F -2.736 -0.937 0.817 1.21 1.76 -0.89
S -1.500 -0.104 -0.049 -0.89 -1.41 0.67
Br -1.576 -0.604 -2.252 0.03 0.41 0.34
S -0.236 -3.611 -0.236 0.70 -1.71 1.94
O -0.097 2.957 1.601 -1.32 -3.34 -8.27
O -0.110 -3.623 1.233 -0.11 0.32 -0.08
O 2.925 2.295 -1.187 -7.69 -2.60 4.55
H 2.575 -0.283 0.004 -1.20 2.09 0.97
O -1.661 -3.667 -0.607 -0.78 0.48 -0.51



11
Properties=species:S:1:pos:R:3:forces:R:3 method="wB97M-V/def2-TZVPD" total_charge=+1 relative_energy_ev=3.313 gap_ev=8.9 homo_energy_ev=-14.61 total_energy_ev=-75748.0172 molar_mass_g_mol=147.0
C 1.103 -1.594 -0.003 -1.68 3.17 0.02
H -3.218 0.199 1.353 -0.48 0.38 1.59
C -0.258 1.382 -0.487 0.36 2.52 -1.85
H -0.256 -1.164 1.611 -1.62 0.75 0.69
H -0.129 1.883 -1.581 -0.53 -1.56 2.77
N 0.131 0.203 -0.283 -0.37 0.17 1.23
H 1.706 -2.449 -0.032 0.49 -1.15 0.58
Br -2.905 -0.099 0.059 -0.18 -0.51 -1.51
C 0.422 -0.941 -1.049 0.37 -1.24 -1.59
C 0.232 -0.762 0.763 3.38 -2.27 -1.31
H -0.593 1.981 0.376 0.26 -0.27 -0.62



What did the third record say?
10
Properties=species:S:1:pos:R:3:forces:R:3 method="wB97M-V/def2-TZVPD" smiles="C#CC=C.Br" relative_energy_ev=2.322 gap_ev=9.9 homo_energy_ev=-9.44 total_energy_ev=-74267.6398 molar_mass_g_mol=133.0
C -1.306 2.225 1.514 1.98 -1.36 1.56
H -2.224 2.578 2.116 1.39 -1.20 -1.28
C 0.374 0.006 1.618 -0.17 1.44 -0.58
H -1.487 0.450 2.351 -0.20 -0.57 0.60
H 0.120 -2.526 -2.342 1.57 0.34 -1.59
C -0.726 0.968 1.800 -2.24 1.51 -0.19
C 1.216 -0.861 1.566 1.01 -0.88 0.17
H -0.785 3.062 1.035 -0.09 -0.56 -0.19
Br 1.181 -2.309 -3.425 -1.57 -0.33 1.60
H 2.026 -1.654 1.578 -1.69 1.61 -0.10